{
  "formula": "C29H61FO15PS6",
  "method": "the ωB97M-V functional and the def2-TZVPD basis",
  "e_tot_ev": -138789.97605,
  "charge": -1,
  "e_homo_ev": -5.19,
  "species": ["C", "C", "O", "C", "C", "P", "S", "C", "O", "O", "O", "C", "C", "C", "C", "F", "O", "H", "H", "H", "H", "H", "H", "H", "H", "H", "H", "H", "H", "H", "H", "H", "H", "H", "H", "H", "H", "H", "C", "C", "C", "S", "O", "O", "C", "H", "H", "H", "H", "H", "H", "H", "H", "C", "C", "C", "S", "O", "O", "C", "H", "H", "H", "H", "H", "H", "H", "H", "C", "C", "C", "S", "O", "O", "C", "H", "H", "H", "H", "H", "H", "H", "H", "C", "C", "C", "S", "O", "O", "C", "H", "H", "H", "H", "H", "H", "H", "H", "C", "C", "C", "S", "O", "O", "C", "H", "H", "H", "H", "H", "H", "H", "H"],
  "xyz": [[-3.58, 4.84, -1.86], [-2.76, 4.43, -3.13], [-3.22, 3.23, -3.72], [-2.33, 2.13, -3.52], [-2.84, 1.15, -2.40], [-1.39, 0.15, -1.62], [-1.94, -1.73, -2.69], [-3.27, -2.51, -1.67], [-0.73, -2.64, -2.63], [-2.39, -1.46, -4.09], [0.05, -0.67, -1.02], [0.70, 0.23, -0.10], [-0.51, 0.98, 0.57], [-0.22, 1.98, 1.73], [-1.58, 2.26, 2.46], [-2.34, 3.09, 1.63], [-1.20, 1.53, -0.53], [-3.00, 4.62, -0.94], [-4.53, 4.27, -1.89], [-3.84, 5.91, -1.96], [-2.87, 5.24, -3.90], [-1.68, 4.42, -2.85], [-1.27, 2.43, -3.37], [-2.35, 1.54, -4.46], [-3.30, 1.80, -1.63], [-3.66, 0.49, -2.77], [-2.26, -0.37, -0.60], [-0.49, 0.62, -2.64], [-3.55, -3.51, -2.05], [-4.17, -1.86, -1.63], [-2.94, -2.64, -0.62], [1.33, 1.01, -0.62], [1.34, -0.41, 0.53], [-1.00, 0.12, 1.11], [0.12, 2.97, 1.36], [0.53, 1.61, 2.45], [-1.44, 2.66, 3.49], [-2.15, 1.30, 2.53], [2.20, -1.53, -3.54], [2.84, -2.33, -4.68], [3.88, -1.42, -5.35], [4.45, -0.29, -4.08], [4.04, 1.05, -4.44], [5.81, -0.61, -3.73], [3.36, -0.88, -2.79], [1.61, -2.17, -2.89], [1.54, -0.76, -3.95], [3.33, -3.22, -4.28], [2.09, -2.67, -5.40], [4.73, -1.99, -5.73], [3.44, -0.83, -6.15], [3.05, -0.06, -2.16], [3.91, -1.62, -2.21], [-8.95, 6.28, -0.80], [-8.26, 5.52, -1.94], [-7.26, 6.47, -2.60], [-6.77, 7.63, -1.33], [-7.24, 8.95, -1.69], [-5.39, 7.39, -0.97], [-7.83, 6.98, -0.04], [-9.51, 5.61, -0.15], [-9.64, 7.01, -1.21], [-7.73, 4.65, -1.53], [-8.98, 5.14, -2.66], [-6.38, 5.95, -2.97], [-7.73, 7.04, -3.41], [-8.18, 7.80, 0.59], [-7.24, 6.28, 0.55], [2.18, -6.86, -0.46], [1.56, -5.94, -1.51], [1.14, -4.65, -0.81], [2.25, -4.46, 0.59], [1.48, -4.57, 1.81], [3.14, -3.35, 0.35], [3.14, -5.99, 0.34], [2.69, -7.71, -0.91], [1.40, -7.25, 0.20], [2.31, -5.72, -2.28], [0.71, -6.41, -2.01], [1.24, -3.78, -1.46], [0.13, -4.71, -0.43], [3.41, -6.41, 1.29], [4.04, -5.76, -0.24], [1.52, 6.65, 4.53], [2.44, 5.83, 5.43], [1.56, 4.81, 6.17], [0.16, 4.49, 5.10], [-1.03, 4.97, 5.75], [0.26, 3.15, 4.58], [0.62, 5.64, 3.82], [2.09, 7.25, 3.81], [0.92, 7.33, 5.13], [3.18, 5.30, 4.82], [2.99, 6.46, 6.14], [2.10, 3.88, 6.36], [1.18, 5.21, 7.11], [-0.27, 6.09, 3.39], [1.18, 5.09, 3.06], [6.66, -9.27, 4.31], [6.11, -7.93, 4.82], [5.67, -7.12, 3.59], [5.22, -8.32, 2.34], [6.15, -8.21, 1.24], [3.79, -8.30, 2.14], [5.64, -9.77, 3.29], [6.79, -9.98, 5.13], [7.63, -9.11, 3.83], [5.25, -8.11, 5.47], [6.85, -7.38, 5.40], [4.81, -6.49, 3.80], [6.48, -6.51, 3.20], [6.04, -10.54, 2.63], [4.73, -10.13, 3.78]]
}

{
  "formula": "C29H63BeBr2CsKN3O12S",
  "method": "the ωB97M-V functional and the def2-TZVPD basis",
  "e_tot_ev": -228299.04956,
  "charge": 2,
  "e_homo_ev": -9.12,
  "species": ["C", "C", "C", "N", "C", "O", "C", "S", "C", "C", "O", "C", "O", "C", "C", "C", "C", "O", "C", "O", "H", "H", "H", "H", "H", "H", "H", "H", "H", "H", "H", "H", "H", "H", "H", "H", "H", "H", "H", "H", "H", "H", "H", "H", "H", "O", "H", "Cs", "Br", "C", "C", "Br", "H", "H", "H", "H", "C", "C", "C", "C", "N", "C", "C", "C", "C", "C", "H", "H", "H", "H", "H", "H", "H", "H", "H", "H", "H", "H", "H", "H", "H", "H", "H", "H", "H", "H", "C", "C", "O", "N", "C", "H", "H", "H", "H", "H", "H", "H", "O", "H", "H", "C", "O", "O", "O", "C", "O", "H", "H", "H", "H", "K", "Be"],
  "xyz": [[3.66, 0.09, 2.47], [2.16, 0.58, 2.15], [1.15, -0.65, 2.54], [-0.11, -0.43, 1.76], [-1.29, -1.19, 2.35], [-0.81, -2.36, 3.10], [-2.12, -1.76, 1.09], [-2.55, -3.56, 1.35], [-4.35, -3.85, 0.99], [-4.99, -4.62, 2.28], [-2.00, -0.23, 3.17], [-3.35, -0.62, 3.45], [-3.72, -1.75, 3.83], [-4.46, 0.54, 3.27], [-5.44, 0.31, 2.01], [-6.93, 0.07, 2.58], [-7.72, 1.47, 2.85], [-8.57, 1.81, 1.71], [-9.85, 1.21, 1.87], [-10.03, -0.01, 2.11], [4.19, 0.81, 3.18], [4.20, -0.02, 1.46], [3.63, -0.96, 2.94], [1.81, 1.48, 2.75], [1.98, 0.79, 1.03], [1.02, -0.62, 3.69], [1.64, -1.61, 2.14], [-0.34, 0.58, 1.92], [-0.78, -2.11, 4.08], [-1.39, -1.75, 0.20], [-3.01, -1.12, 0.78], [-4.93, -2.90, 0.73], [-4.39, -4.63, 0.13], [-5.70, -3.94, 2.85], [-5.49, -5.61, 1.98], [-4.12, -4.89, 2.98], [-3.91, 1.54, 3.10], [-5.03, 0.70, 4.26], [-5.47, 1.33, 1.43], [-5.04, -0.52, 1.33], [-7.53, -0.47, 1.76], [-6.93, -0.63, 3.48], [-8.36, 1.30, 3.79], [-6.91, 2.28, 3.01], [-10.76, 1.91, 1.78], [-5.88, -3.71, -1.35], [-6.82, -3.76, -1.16], [0.45, -3.34, 4.86], [-0.64, 2.75, 0.11], [0.11, 3.72, -1.41], [1.40, 3.11, -1.88], [2.89, 3.55, -0.71], [0.22, 4.76, -1.10], [-0.65, 3.66, -2.19], [1.68, 3.51, -2.86], [1.36, 2.02, -1.94], [5.03, -0.88, -8.13], [5.18, -1.78, -6.91], [3.98, -1.73, -5.96], [3.53, -0.38, -5.40], [4.49, 0.32, -4.43], [5.67, 1.02, -5.10], [5.10, 2.33, -5.59], [4.24, 2.78, -4.43], [3.72, 1.51, -3.77], [4.97, -0.62, -3.36], [4.84, 0.16, -7.86], [5.95, -0.90, -8.72], [4.21, -1.22, -8.77], [6.10, -1.56, -6.37], [5.29, -2.81, -7.26], [4.15, -2.44, -5.14], [3.12, -2.14, -6.50], [2.62, -0.57, -4.82], [3.28, 0.32, -6.19], [6.43, 1.19, -4.34], [6.08, 0.41, -5.90], [4.49, 2.19, -6.49], [5.88, 3.05, -5.83], [3.42, 3.43, -4.75], [4.84, 3.35, -3.71], [2.65, 1.36, -3.92], [3.93, 1.51, -2.70], [5.62, -1.37, -3.81], [4.10, -1.08, -2.89], [5.54, -0.05, -2.62], [-3.34, 2.02, -3.90], [-2.16, 1.18, -3.49], [-1.00, 1.50, -3.75], [-2.41, 0.04, -2.80], [-3.68, -0.51, -2.39], [-2.99, 2.90, -4.44], [-4.00, 1.45, -4.56], [-3.89, 2.36, -3.02], [-1.57, -0.47, -2.55], [-3.68, -0.60, -1.30], [-3.79, -1.50, -2.83], [-4.52, 0.11, -2.70], [3.21, -4.18, 8.96], [4.11, -3.87, 9.14], [2.84, -4.34, 9.84], [1.92, 1.07, 8.58], [2.53, 1.89, 9.26], [2.40, 0.43, 7.61], [0.72, 0.75, 8.76], [5.46, 2.24, 6.16], [4.95, 2.38, 7.47], [6.38, 2.82, 6.08], [5.68, 1.19, 5.96], [4.72, 2.61, 5.44], [4.14, 1.86, 7.53], [4.65, -1.92, 4.42], [-6.29, 0.96, 0.09]]
}

Short version: gap between HOMO and LUMO = 6.791, 1.131 eV, in the order given.